# 1
Computed, not measured: a structure of composition C55H79BN7NaO2S3, with ωB97M-V/def2-TZVPD.

Each line ends with the Mulliken charge.
Atoms and positions in Å:
S -1.1542 1.4768 1.6335  -0.45
S 1.7674 -1.7210 -0.9595  -0.36
S 2.2890 2.5524 -0.2437  -0.32
Na -0.0213 0.0341 -0.1934  1.37
O -0.4337 -1.3968 1.2293  0.75
O -0.6225 1.2396 -1.6770  -0.73
N 1.4066 0.7326 2.0044  -0.25
N -1.8537 -0.8933 -0.8576  0.45
N 2.5442 0.7508 2.7250  0.26
N 4.5502 -0.5780 0.3746  -0.02
N 2.4812 -1.6438 1.6152  1.02
N 3.5261 0.2930 0.4039  0.56
N 3.0203 -2.2158 2.7110  -0.04
C -3.8488 -0.8333 -6.7322  -2.24
C -0.2267 3.8137 3.3069  -2.04
C -2.8352 3.5966 -4.3553  -1.81
C -1.5667 -1.9389 1.1910  -0.01
C -1.2922 -4.2452 4.0583  -1.85
C 0.3763 1.5986 2.2340  1.17
C 2.9287 -3.4977 2.8628  -0.68
C -2.3666 -1.8016 -0.0346  -0.60
C -1.4830 0.7682 -2.4403  1.33
C -5.8759 -4.7612 1.8494  -2.10
C 7.6062 -1.3139 -1.5337  -2.15
C 1.6264 -3.7400 0.8485  0.22
C 2.1517 -4.2912 1.9650  -0.95
C -5.1674 -1.9503 -4.9465  -1.58
C 5.1626 0.2735 -1.7347  -0.74
C 5.3299 1.6582 3.2105  -1.64
C 7.0479 -1.6874 0.8706  -1.41
C 2.5587 -4.8339 4.9301  -1.66
C -2.9144 -2.8400 -5.6128  -1.60
C 4.1934 1.2195 -1.6858  0.47
C 3.6192 -4.1778 4.0308  2.16
C 2.8824 1.6570 3.5942  0.49
C -0.7301 2.7555 -5.4330  -1.71
C -1.6118 -2.7819 3.7036  2.53
C -2.1498 -2.7153 2.2621  -0.47
C -0.3449 -1.9617 3.9597  -2.32
C 0.7619 -4.5001 -0.0990  -1.88
C 1.9432 -2.3570 0.5752  1.63
C 3.3678 1.3089 -0.5007  1.50
C -3.3025 -3.4109 1.9957  -0.46
C -2.6526 0.6242 -4.5472  0.20
C -1.5329 2.8095 -4.1235  2.14
C -2.8719 -1.2356 -3.0684  -0.23
C 6.4770 -1.6373 -0.5532  2.35
C 0.7344 2.6897 3.1466  0.42
C -3.7480 -1.5675 -5.3927  2.11
C -3.5734 -2.5257 -0.1999  -0.30
C 3.9239 2.1516 -2.8216  -1.93
C 5.8568 -2.9994 -0.9013  -1.35
C 4.5717 -5.2458 3.4714  -1.84
C -4.8420 -5.4169 -0.3246  -1.58
C -5.2739 -4.2243 0.5466  1.89
C 5.3690 -0.5927 -0.6231  -0.17
C -2.1361 -0.5153 -2.0851  -1.38
C 1.9315 2.6947 3.7898  -1.15
C -0.7038 3.5976 -3.1023  -2.05
C -1.9105 1.3837 -3.6893  -0.70
C -2.6943 -2.2307 4.6453  -1.84
C 4.3945 2.6875 5.3046  -2.39
C -6.3705 -3.4332 -0.1791  -1.54
C -4.0351 -3.3564 0.7797  -0.54
C 4.3150 0.2091 4.9921  -1.45
C 4.4247 -3.1936 4.8748  -1.75
C 4.2312 1.5652 4.2811  2.11
C -3.0830 -0.7187 -4.3071  -0.80
B 2.5553 -0.1318 1.4947  -1.67
H -6.7690 -5.3462 1.6243  0.47
H 7.9740 -0.2963 -1.3865  0.45
H 1.9694 -5.3339 2.1903  0.52
H 2.9987 1.8545 -3.3221  0.24
H 6.3103 1.6459 3.6896  0.46
H -0.4779 -0.9173 3.6821  -0.06
H 4.2078 -0.6000 4.2762  -0.13
H 0.1621 2.1394 -5.3053  0.31
H 3.7645 -2.4786 5.3642  0.30
H 5.7751 0.1789 -2.6215  0.38
H -2.8332 -3.4273 -4.6983  0.28
H -4.1545 -2.3608 -1.0966  0.63
H 5.2697 0.8130 2.5231  0.11
H -3.6453 -2.7541 4.5372  0.30
H 2.1829 3.5240 4.4342  0.56
H -2.9208 1.0669 -5.4977  0.34
H -0.7830 -4.3007 5.0243  0.49
H -3.3713 -3.4694 -6.3808  0.44
H -2.8659 -1.1748 4.4252  0.38
H 4.9677 -3.7450 5.6441  0.51
H 0.2665 3.1396 -2.9239  0.27
H -3.7159 -4.0064 2.7976  0.19
H -4.4852 0.0507 -6.6561  0.38
H -1.3165 2.3414 -6.2553  0.32
H 3.7717 3.1605 -2.4450  0.43
H -2.3748 -2.3207 5.6871  0.49
H -2.8649 -0.5303 -7.0957  0.45
H -5.6694 -2.5358 -5.7207  0.46
H 2.0258 -5.6372 4.4188  0.39
H -6.5972 -2.5132 0.3628  0.38
H -0.6360 -4.6713 3.2959  0.23
H -2.6087 4.6095 -4.6972  0.46
H -6.0790 -3.1658 -1.1956  0.15
H -3.4711 3.1213 -5.1034  0.31
H 5.3368 2.5520 5.8347  0.41
H 5.2348 2.5816 2.6351  0.47
H -6.1620 -3.9414 2.5120  0.39
H -1.9045 -2.5791 -5.9352  0.36
H -4.4350 -5.0660 -1.2744  0.24
H 5.3176 -4.7880 2.8181  0.32
H 5.1420 -2.6433 4.2646  0.22
H 6.6049 -3.7895 -0.8025  0.42
H 8.4364 -2.0018 -1.3686  0.43
H 7.8327 -2.4444 0.9293  0.48
H -0.0974 -2.0074 5.0260  0.81
H -4.2910 -1.4990 -7.4753  0.46
H 4.4140 3.6678 4.8245  0.45
H 3.5192 0.1170 5.7360  0.50
H -5.1460 -2.5437 -4.0310  0.25
H 1.1562 -4.4336 -1.1117  0.43
H 4.0396 -6.0061 2.8982  0.32
H -3.3997 3.6658 -3.4236  0.37
H -1.2077 3.4289 3.5797  0.39
H -5.1844 -5.4163 2.3810  0.34
H 0.4893 -2.3629 3.3934  0.46
H -0.3535 4.3071 2.3403  0.33
H 5.4809 -3.0037 -1.9266  0.37
H 7.4811 -0.7223 1.1439  0.33
H 3.5866 2.6667 6.0384  0.46
H 0.1243 4.5312 4.0469  0.41
H -4.0638 -5.9915 0.1825  0.32
H 0.6753 -5.5431 0.2036  0.46
H 6.2659 -1.9318 1.5880  -0.06
H -0.5484 4.6097 -3.4868  0.53
H -5.6858 -6.0811 -0.5310  0.45
H -0.4161 3.7624 -5.7177  0.49
H 7.2841 -1.4280 -2.5701  0.37
H 1.8278 -4.0900 5.2532  0.21
H -0.2325 -4.0460 -0.1216  0.20
H 5.0897 -5.7440 4.2926  0.47
H -2.1926 -4.8577 4.1214  0.38
H -7.2831 -4.0288 -0.2449  0.47
H 3.0364 -5.2567 5.8157  0.50
H -3.1816 -2.2453 -2.8311  0.91
H 4.7407 2.1328 -3.5420  0.41
H -1.2141 3.6670 -2.1427  0.40
H 5.0217 -3.2146 -0.2326  0.03
H 5.2767 0.1140 5.4999  0.45
H -5.7564 -1.0515 -4.7548  0.34

- ΔE to the lowest compared entry with this formula, charge and spin: 39.5 kcal/mol
- LUMO energy (alpha / beta): -0.7 / -0.7 eV
- HOMO-LUMO gap (alpha / beta): 5.52 / 5.51 eV



# 2
Computed, not measured: a cluster of 14 separate species, C56H102O24 in total, with ωB97M-V/def2-TZVPD.

Each line ends with the Mulliken charge.
Atoms and positions in Å:
O -1.1968 -3.0846 1.9667  -0.31
O 0.7827 6.0997 -0.5620  -0.43
O 4.3368 2.9135 0.0256  -0.27
O -1.4384 1.5097 -3.8853  0.40
O 5.4503 2.5332 -1.9040  -0.58
O -5.2558 2.2900 -3.0182  -0.24
O 1.6235 -3.3228 -2.6221  0.71
O -5.2224 0.7266 -4.6919  -0.53
O -2.5490 5.3018 2.2561  -0.57
O -3.4443 0.5190 2.9097  -0.50
O 1.4908 -4.4959 -4.4517  -0.43
O 0.2468 -2.6399 -4.2228  -0.52
O -4.3554 -2.3720 -1.4333  -0.25
O 2.7275 0.4324 -2.5235  -0.01
O -4.8459 2.9122 -5.0481  -0.40
O 0.2338 2.6144 6.5415  -0.48
O -3.9023 0.4546 0.7551  0.17
O 3.1357 -6.2291 0.5044  -0.48
O 0.9431 -0.2909 1.5247  0.46
O 1.5615 -2.1000 0.5124  -0.02
O 5.5503 1.0679 -0.1999  -0.43
O 5.2684 1.2055 4.6529  -0.50
O 2.5974 -1.5081 2.3341  -0.53
O -5.4245 -0.1747 2.1532  -0.42
C -5.0872 1.8316 -4.2675  0.65
C -3.5023 -3.9163 -3.0342  -0.19
C 3.5952 -0.6365 -2.9592  0.15
C -1.4543 0.1063 -3.7854  1.25
C -1.1286 2.1886 6.4128  -0.49
C 0.6682 -1.4546 -0.4158  -0.10
C -1.4041 1.8866 -5.2798  -0.71
C -2.5867 -3.2726 2.0312  0.40
C 4.2469 0.1678 4.8093  0.95
C -7.4912 -0.2218 0.8763  -1.73
C -1.1414 0.5309 -6.0519  -0.88
C -3.4960 -3.5058 -1.5740  0.09
C -0.4338 4.2735 1.9904  1.17
C -5.0899 0.3090 -0.0191  0.12
C -1.7549 -2.1560 3.9841  0.82
C 4.2488 2.3419 1.3271  0.42
C -1.6561 4.9215 1.2503  0.05
C 0.2587 4.6492 -2.3157  0.85
C 1.6501 4.3399 -1.8579  0.79
C 1.8354 -5.2485 2.2862  0.57
C 3.9699 -5.4606 1.4355  -0.33
C 1.9898 5.4540 -0.8122  -0.44
C 5.1854 2.2208 -0.7838  0.54
C -1.8053 -0.4310 -5.1768  0.10
C 1.0906 1.4875 6.3788  -0.56
C -3.4919 3.5959 -2.0551  -0.19
C 6.5890 0.6273 4.7119  -0.45
C 1.8347 -6.3056 1.1163  -0.44
C 0.0123 -0.2799 0.4238  2.02
C 2.2314 1.1819 -3.6147  0.49
C 2.4734 -4.4941 -2.3705  -0.24
C -0.6429 -2.9053 3.3027  -0.03
C 2.8393 2.5338 1.8314  -0.24
C -6.0015 -0.4919 0.9125  0.89
C 6.3755 -0.8676 5.0363  -0.71
C -0.9098 4.0830 3.4340  0.16
C -0.2333 0.9758 -0.2994  0.36
C -4.7556 3.6305 -2.8549  0.18
C 3.8384 -4.8432 -4.5314  -1.40
C -2.4199 4.2486 3.2526  -0.13
C 1.0163 -3.4618 -3.7766  -0.20
C 0.3551 0.5747 5.3983  1.26
C 2.5694 -5.0746 -3.7549  0.21
C -3.0340 -2.8879 3.4895  -0.88
C -4.6168 4.0816 -4.3007  -0.46
C 3.2127 -0.8263 -4.4488  -0.58
C -4.7099 -1.8973 -2.7663  0.33
C 1.7499 -1.3198 1.5493  -0.39
C 4.9618 -1.1154 4.4703  0.00
C 0.0820 6.0476 -1.8029  -0.82
C 2.0264 0.1075 -4.7146  0.67
C -1.1230 0.8576 5.7026  -0.19
C -4.2183 0.2779 2.0534  0.11
C 4.6774 0.9087 0.9142  0.75
C -4.6945 -3.1503 -3.5831  -0.85
C 3.2921 -5.3400 2.7853  -0.22
H -5.5388 1.2563 -0.2022  0.41
H -3.5960 4.3596 -4.6146  0.26
H 0.3978 4.9668 2.0334  0.07
H 1.2783 -0.9642 -1.1719  -0.22
H -0.5188 4.0292 -1.8328  -0.63
H -0.4314 -0.2913 -3.4866  -1.44
H -3.9217 -2.2534 3.5763  0.24
H 3.9310 0.2260 0.4944  -0.38
H -0.0902 3.3635 1.4943  -0.88
H 3.6043 -4.3808 3.2504  -0.02
H -1.6726 -2.2311 5.0681  0.50
H -2.4997 -3.2424 -1.1666  -0.34
H -0.6539 3.0595 3.8351  -0.47
H 2.0270 1.8488 6.0046  0.24
H -0.9816 6.3249 -1.5986  0.25
H -0.5793 1.7421 0.4019  -0.57
H -2.3803 2.3021 -5.5879  0.28
H -1.5485 2.0664 7.4339  0.28
H -0.5194 2.5447 -5.3638  0.29
H -3.8981 -1.2198 -3.1370  -0.39
H 4.1178 -0.6193 -5.0550  0.26
H 3.3943 -1.5411 -2.3627  -0.33
H 7.1708 1.1698 5.4690  0.32
H -5.8313 -1.5563 0.6508  0.09
H -5.3558 4.8328 -4.6185  0.29
H 7.0917 0.7559 3.7636  0.28
H 0.5588 1.0228 4.4284  -1.00
H -3.7170 3.0739 -1.1538  -0.13
H 1.6338 -7.2864 1.5176  0.38
H 2.1473 0.5308 -5.7133  0.72
H -7.6648 0.8349 1.0083  0.42
H -1.7085 2.9593 5.8798  0.14
H -2.1729 -0.2053 -2.9830  -0.63
H 4.9194 -5.8916 1.3422  0.56
H 2.3828 4.4199 -2.6825  0.31
H -4.5770 -2.9763 -4.6705  0.36
H -2.9364 4.6072 4.1725  0.46
H 2.9550 -1.8887 -4.6453  0.01
H 2.0811 -5.2356 -1.7071  -0.11
H -8.0160 -0.7846 1.6358  0.39
H 4.4472 -1.9504 4.9527  0.47
H -3.1958 -3.8290 4.0414  0.40
H 4.0285 -4.4240 1.0236  -0.15
H 0.5951 6.7617 -2.4384  0.37
H 6.4599 -1.0448 6.1202  0.34
H 4.1857 -3.7864 -4.4004  0.23
H -2.6914 3.0386 -2.5162  -0.14
H -1.6308 -1.0795 3.7432  -0.77
H -1.6940 0.8797 4.7722  -0.30
H 1.1701 -5.5485 3.1134  0.27
H 1.1165 -0.3914 -4.5350  -1.12
H 0.1599 4.5079 -3.3981  0.21
H -1.4944 -1.5086 -5.2797  0.44
H 3.5170 -6.2376 3.3790  0.36
H -2.0880 4.2011 0.5619  -0.11
H 5.0689 -1.2824 3.3712  -0.07
H 2.9315 2.0250 -3.8687  0.03
H -0.5223 4.8337 4.1258  0.34
H -5.6311 -1.2938 -2.7419  0.39
H 1.2592 0.9917 7.3847  0.31
H 4.6431 -0.2699 -2.8044  0.44
H -7.9506 -0.4106 -0.0708  0.40
H -0.0489 -2.1919 -0.7687  -0.31
H -2.8222 -4.3255 1.8370  0.36
H 7.2185 -1.4478 4.6045  0.30
H -5.5081 4.1952 -2.3242  0.51
H 1.3071 1.6082 -3.2563  -0.57
H 1.6317 -4.2860 1.8526  -0.62
H -1.4459 5.7619 0.5923  0.02
H 3.8840 0.2294 5.8523  0.16
H 1.7169 3.3589 -1.3733  -0.96
H -1.5236 0.1233 6.3877  0.58
H 0.3448 -2.4199 3.3470  -0.18
H 2.5977 6.2106 -1.2987  0.37
H -2.9409 -0.3381 -5.2394  0.27
H -0.4714 -3.9382 3.7890  0.09
H -2.5458 -3.6522 -3.4581  -0.16
H 5.0537 2.8234 1.9163  0.31
H -5.5907 -3.7582 -3.4402  0.33
H 2.6108 2.0140 2.7353  -0.17
H -1.6246 0.4646 -7.0393  0.51
H 2.3406 -6.1257 -3.7302  0.57
H 3.4159 -4.1192 -2.0974  0.31
H 2.0996 2.2663 1.0956  -0.40
H 0.5936 1.3315 -0.8916  -0.61
H 1.0721 -6.0806 0.3747  0.23
H 2.5325 5.1360 0.0733  0.15
H -4.9023 -0.0899 -1.0057  -0.56
H 5.2284 0.3763 1.6896  -0.31
H -3.9154 -4.1935 -0.8681  0.37
H 4.5567 -5.5019 -4.0493  0.45
H 3.5274 0.5127 4.0815  -0.96
H 0.5979 -0.5163 5.4737  0.45
H -3.7205 -5.0110 -3.1386  0.39
H 2.6715 3.5831 2.1069  0.60
H -3.0924 -2.6840 1.2690  -0.53
H -0.0792 0.3877 -6.2769  0.15
H -2.9394 3.3233 2.9114  -0.13
H 3.6286 -5.0965 -5.5665  0.38
H -3.3277 4.6444 -1.8450  0.35
H -0.9291 -0.5915 0.8694  -0.59
H -1.0738 0.8658 -0.9669  -0.05

- LUMO energy: 0.5 eV
- HOMO-LUMO gap: 9.77 eV